[1]
ORCA calculation (ωB97M-V/def2-TZVPD) on CH3I2NS as an isolated structure.

XYZ file:
```
8
Properties=species:S:1:pos:R:3:mulliken_charge:R:1
C -1.3603 0.1681 -0.6869 -0.2406
N -1.6101 0.2804 0.5236 -0.4219
S 2.4926 0.4950 1.1191 -0.2384
I 2.2229 0.8522 -1.2736 0.0807
I -1.4955 -1.4458 1.5857 0.0889
H -1.3253 1.0486 -1.3292 0.3125
H -0.8435 -0.7110 -1.2837 0.2636
H 1.9193 -0.6873 1.3450 0.1552
```

As for the orbital gap: 0.2963 Ha. The calculated total energy comes out at -29610.56581 eV. The largest force on an atom is 0.0770 Eh/bohr. The net charge is 0. The HOMO energy is -9.22 eV.

***

[2]
ORCA calculation (ωB97M-V/def2-TZVPD) on CH3I2P as an isolated structure.

XYZ file:
```
7
Properties=species:S:1:pos:R:3:mulliken_charge:R:1
C -0.9722 1.5199 0.0212 -0.3107
P -0.4191 0.3509 -1.0238 -0.0699
I 1.9520 -3.0675 1.3047 -0.0955
I -3.1652 1.4184 0.2354 0.0316
H -0.6216 2.4653 0.6054 0.3319
H 2.2456 -3.0929 -0.2790 0.0937
H 0.9805 0.4058 -0.8639 0.0188
```

As for the orbital gap: 0.3214 Ha. The calculated total energy comes out at -26573.62189 eV. The largest force on an atom is 0.0488 Eh/bohr. The net charge is 0. The HOMO energy is -9.10 eV.

***

[3]
ORCA calculation (ωB97M-V/def2-TZVPD) on CH3IN2 as an isolated structure.

XYZ file:
```
7
Properties=species:S:1:pos:R:3:mulliken_charge:R:1
C -0.4868 0.4597 -0.6354 -0.5750
N -0.0934 -0.1863 0.5197 -0.0105
N 0.9406 -0.9841 0.4447 -0.3436
I 1.7179 -1.2724 2.3162 0.1187
H -1.5714 0.3761 -0.6469 0.2437
H -0.1226 -0.0006 -1.5793 0.3371
H -0.3843 1.6076 -0.4190 0.2296
```

As for the orbital gap: 0.3329 Ha. The calculated total energy comes out at -12163.83864 eV. The largest force on an atom is 0.1220 Eh/bohr. The net charge is 0. The HOMO energy is -9.36 eV.

***

[4]
ORCA calculation (ωB97M-V/def2-TZVPD) on a 2-piece molecular cluster, CH3IN4 overall.

XYZ file:
```
9
Properties=species:S:1:pos:R:3:mulliken_charge:R:1
C 0.3554 -0.2792 0.2427 -0.2458
N -3.3850 -0.2912 -0.8942 0.0953
N -3.8358 -1.2496 -0.6130 -0.1006
N -0.4734 -0.1991 -0.7563 0.1599
N -0.6408 -0.9727 -1.8143 -0.6886
I 0.6273 -2.6113 -2.0672 0.0686
H 1.1138 -1.0335 0.2385 0.1728
H 0.4425 0.5541 0.9303 0.2222
H -1.0875 0.6304 -0.7816 0.3161
```

As for the orbital gap (spin up / spin down): 0.3018 / 0.3019 Ha. The calculated total energy comes out at -15144.61171 eV. The largest force on an atom is 0.0241 Eh/bohr. The net charge is 0. The HOMO energy (spin up / spin down) is -8.06 / -8.06 eV.

***

[5]
ORCA calculation (ωB97M-V/def2-TZVPD) on CH3IN4 as an isolated structure.

XYZ file:
```
9
Properties=species:S:1:pos:R:3:mulliken_charge:R:1
C -1.0515 -0.0081 -0.3073 -0.1486
N -0.4405 1.3612 -0.1469 -0.3012
N 0.7431 1.2931 0.1026 0.0165
N -0.1213 -0.9939 0.0715 -0.4141
N 1.2716 0.1872 0.3914 -0.1518
I 3.0960 -0.4843 -0.0498 0.2501
H -1.9712 0.0197 0.2800 0.2343
H -1.2888 -0.0754 -1.3739 0.2185
H -0.2373 -1.2995 1.0324 0.2961
```

As for the orbital gap: 0.3039 Ha. The calculated total energy comes out at -15142.22896 eV. The largest force on an atom is 0.0821 Eh/bohr. The net charge is 0. The HOMO energy is -9.01 eV.

***

[6]
ORCA calculation (ωB97M-V/def2-TZVPD) on a 3-piece molecular cluster, CH3INO overall.

XYZ file:
```
7
Properties=species:S:1:pos:R:3:mulliken_charge:R:1
C -0.1295 2.2610 -1.7783 0.0111
N -0.8106 1.4258 -2.2286 -0.2981
O -0.0268 -0.8017 0.3386 -0.6200
I 0.5901 -4.4061 3.2308 -0.9849
H 0.2295 -1.1960 1.0840 0.3044
H -0.3835 0.1650 0.3990 0.2936
H 0.5307 2.5521 -1.0455 0.2940
```

As for the orbital gap: 0.2190 Ha. The calculated total energy comes out at -12724.74439 eV. The largest force on an atom is 0.1573 Eh/bohr. The net charge is -1. The HOMO energy is -3.29 eV.

***

[7]
ORCA calculation (ωB97M-V/def2-TZVPD) on a 2-piece molecular cluster, CH3INP overall.

XYZ file:
```
7
Properties=species:S:1:pos:R:3:mulliken_charge:R:1
C -1.4120 -0.2382 0.5000 -0.0512
N -0.5656 -1.0635 0.3876 -0.0665
P 0.6418 -2.0550 0.0348 -0.2089
I 1.3834 2.7043 -0.2525 -0.0787
H 1.0599 1.1280 -0.2762 0.0365
H -1.8582 0.6734 0.7713 0.3693
H 0.7507 -1.1490 -1.1651 -0.0004
```

As for the orbital gap: 0.2913 Ha. The calculated total energy comes out at -19961.91841 eV. The largest force on an atom is 0.1004 Eh/bohr. The net charge is 0. The HOMO energy is -7.64 eV.

***

[8]
ORCA calculation (ωB97M-V/def2-TZVPD) on one molecule with the formula CH3IO2.

XYZ file:
```
7
Properties=species:S:1:pos:R:3:mulliken_charge:R:1
O -0.3350 0.4858 1.1696 -0.4576
C 0.2664 -0.3015 0.2430 -0.0508
O 0.8776 0.2933 -0.9435 -0.5034
I -1.0873 -1.7812 -0.4989 0.0244
H -1.0686 1.0573 0.8164 0.3325
H 1.0862 -0.5580 0.8280 0.3134
H 0.2606 0.8042 -1.6146 0.3416
```

The SMILES is OC(O)I. As for the orbital gap: 0.3702 Ha. The calculated total energy comes out at -13280.23696 eV. The largest force on an atom is 0.0640 Eh/bohr. The net charge is 0. The HOMO energy is -9.58 eV.

***

[9]
ORCA calculation (ωB97M-V/def2-TZVPD) on a 2-piece molecular cluster, CH3IO3 overall.

XYZ file:
```
8
Properties=species:S:1:pos:R:3:mulliken_charge:R:1
C -0.0639 0.1797 -0.2159 0.6652
O -0.1021 -0.4954 -1.3758 -0.4057
O -1.1207 0.6899 0.3646 -0.3716
O 0.9529 0.9271 -0.0111 -0.3815
I 0.3447 -2.2907 2.1562 -0.6479
H -0.9318 -0.9536 -1.7234 0.3864
H -0.8874 1.1645 1.1675 0.4038
H 1.8083 0.7784 -0.3620 0.3514
```

As for the orbital gap: 0.2308 Ha. The calculated total energy comes out at -15327.15251 eV. The largest force on an atom is 0.0433 Eh/bohr. The net charge is 0. The HOMO energy is -7.44 eV.

***

[10]
ORCA calculation (ωB97M-V/def2-TZVPD) on CH3IOS as an isolated structure.

XYZ file:
```
7
Properties=species:S:1:pos:R:3:mulliken_charge:R:1
C 0.4652 0.2362 0.6410 -0.5662
O -0.5970 0.8778 -0.0020 -0.2208
S -1.9431 0.2243 -0.6386 0.0109
I -0.2850 -1.7936 -2.6100 -0.0667
H 1.3310 0.3013 0.0311 0.3143
H 0.4143 -0.8068 0.9865 0.3025
H 0.6145 0.9608 1.5919 0.2259
```

As for the orbital gap (spin up / spin down): 0.2441 / 0.2660 Ha. The calculated total energy comes out at -22066.24909 eV. The largest force on an atom is 0.0743 Eh/bohr. The net charge is 0. The HOMO energy (spin up / spin down) is -9.42 / -9.29 eV.

***

[11]
ORCA calculation (ωB97M-V/def2-TZVPD) on one molecule with the formula CH3IOS2.

XYZ file:
```
8
Properties=species:S:1:pos:R:3:mulliken_charge:R:1
C 0.4359 0.6923 1.3110 -0.5139
O 0.6094 0.1927 0.0104 -0.3026
S -0.4467 0.4353 -1.2849 0.1272
S -1.4315 -1.1964 -1.8244 -0.0926
I -0.0588 -2.6398 -3.2314 0.0321
H -0.3264 1.5481 1.4579 0.2339
H 1.3646 0.9722 1.6105 0.2711
H -0.1466 -0.0043 1.9509 0.2448
```

The SMILES is COSSI. As for the orbital gap: 0.3040 Ha. The calculated total energy comes out at -32903.14576 eV. The largest force on an atom is 0.1087 Eh/bohr. The net charge is 0. The HOMO energy is -9.26 eV.

***

[12]
ORCA calculation (ωB97M-V/def2-TZVPD) on CH3MgO2Pr as an isolated structure.

XYZ file:
```
8
Properties=species:S:1:pos:R:3:mulliken_charge:R:1
O 0.4465 -0.8954 0.8862 -0.7167
C 1.0641 -0.6160 -0.3210 -0.0061
O 0.3334 0.3573 -1.0136 -0.8355
H 1.1440 -1.5323 -0.9502 0.2014
H 2.0997 -0.2368 -0.1612 0.1977
Pr -1.3326 0.4343 0.8571 0.8925
Mg -0.9110 1.6002 -1.7661 0.5639
H -2.8441 0.8887 2.4688 -0.2973
```

As for the expectation value of S²: 2.009. As for the orbital gap (spin up / spin down): 0.2297 / 0.2300 Ha. The calculated total energy comes out at -24691.09850 eV. The largest force on an atom is 0.0369 Eh/bohr. The net charge is 0. As for the multiplicity: 3. The HOMO energy (spin up / spin down) is -7.03 / -6.98 eV.

***

[13]
ORCA calculation (ωB97M-V/def2-TZVPD) on a 2-piece molecular cluster, CH3N2O overall.

XYZ file:
```
7
Properties=species:S:1:pos:R:3:mulliken_charge:R:1
C -0.3701 -0.3844 -0.0917 -0.2012
N -0.2080 0.2338 2.2325 -0.2472
N -0.2923 -0.0481 1.1770 0.5535
O 1.1749 0.5844 -0.7231 -0.1854
H -1.1842 0.0347 -0.6809 0.3560
H -0.0318 -1.3932 -0.3451 0.3154
H 0.9115 0.9727 -1.5688 0.4089
```

As for the expectation value of S²: 2.016. As for the orbital gap (spin up / spin down): 0.3546 / 0.3676 Ha. The calculated total energy comes out at -6099.71767 eV. The largest force on an atom is 0.0537 Eh/bohr. The net charge is +1. As for the multiplicity: 3. The HOMO energy (spin up / spin down) is -14.85 / -19.02 eV.

***

[14]
ORCA calculation (ωB97M-V/def2-TZVPD) on a 2-piece molecular cluster, CH3N2O2S overall.

XYZ file:
```
9
Properties=species:S:1:pos:R:3:mulliken_charge:R:1
C 0.1914 0.0328 0.7971 -0.0232
N -0.2198 0.2862 -0.5724 -0.3232
N 1.1832 -0.0952 -0.2580 -0.3531
O -2.6078 -2.8228 -2.7745 -0.5310
O -1.5145 -1.2628 -4.4762 -0.5169
S -1.3758 -2.1729 -3.3195 0.1349
H -0.0579 -0.8212 1.3108 0.2083
H -0.7975 -0.4643 -1.1697 0.1894
H 1.9003 0.6245 -0.5423 0.2148
```

As for the orbital gap (spin up / spin down): 0.3196 / 0.1545 Ha. The calculated total energy comes out at -18992.13920 eV. The largest force on an atom is 0.1041 Eh/bohr. The net charge is -1. The HOMO energy (spin up / spin down) is -4.71 / -1.53 eV.

***

[15]
ORCA calculation (ωB97M-V/def2-TZVPD) on a 2-piece molecular cluster, CH3N2O4 overall.

XYZ file:
```
10
Properties=species:S:1:pos:R:3:mulliken_charge:R:1
C 0.3087 -0.6078 0.4253 -0.5966
N 0.4541 0.4691 -0.3679 -0.4326
N -0.4746 1.3123 -0.7183 1.1155
O -1.6869 1.1123 -0.3691 -0.7826
O -0.1729 2.2352 -1.4114 -0.7121
O 1.4056 -1.0761 0.9847 -0.1492
O -0.8573 -0.8436 1.0532 -0.2655
H 0.3444 -1.9116 -0.9212 0.1021
H 2.1896 -0.4280 0.7430 0.3145
H -1.5107 -0.2619 0.5818 0.4066
```

As for the orbital gap (spin up / spin down): 0.2501 / 0.2502 Ha. The calculated total energy comes out at -12251.46823 eV. The largest force on an atom is 0.0881 Eh/bohr. The net charge is -1. The HOMO energy (spin up / spin down) is -2.91 / -2.91 eV.

***

[16]
ORCA calculation (ωB97M-V/def2-TZVPD) on an isolated ion of composition CH3N2O4S and charge -1.

XYZ file:
```
11
Properties=species:S:1:pos:R:3:mulliken_charge:R:1
C 2.0149 -0.0454 -0.0157 -0.7201
N 0.6020 -0.1514 0.1421 -0.1831
N 0.0399 1.2334 0.0791 0.0045
O -1.2396 1.2316 0.1672 -0.2144
S -2.0203 -0.3522 -0.0236 1.1643
O -1.4643 -0.8539 -1.2564 -0.5811
O -3.3860 0.1031 -0.1412 -0.6528
O -1.7299 -1.0694 1.1907 -0.5854
H 2.3089 0.7581 -0.7020 0.2754
H 2.4962 0.1497 0.9521 0.2216
H 2.3781 -1.0037 -0.3924 0.2712
```

The SMILES is C/N=N/OS(=O)(=O)[O-]. As for the orbital gap (spin up / spin down): 0.3367 / 0.3368 Ha. The calculated total energy comes out at -23089.18881 eV. The largest force on an atom is 0.1536 Eh/bohr. The net charge is -1. The HOMO energy (spin up / spin down) is -5.17 / -5.17 eV.

***

[17]
ORCA calculation (ωB97M-V/def2-TZVPD) on one molecule with the formula CH3N2OP.

XYZ file:
```
8
Properties=species:S:1:pos:R:3:mulliken_charge:R:1
C 0.3004 0.8786 0.1185 -0.0107
N 1.1807 -0.2088 0.3804 -0.1774
N 0.8416 -1.3013 0.0176 -0.1961
P -0.8422 -1.2025 -0.8813 0.1943
O -0.7630 0.4330 -0.7059 -0.3257
H -0.0630 1.2275 1.0952 0.2211
H 0.8190 1.7020 -0.3806 0.2380
H -1.4735 -1.5285 0.3562 0.0566
```

The SMILES is C1N=NPO1. As for the orbital gap: 0.3642 Ha. The calculated total energy comes out at -15400.55569 eV. The largest force on an atom is 0.0409 Eh/bohr. The net charge is 0. The HOMO energy is -9.12 eV.

***

[18]
ORCA calculation (ωB97M-V/def2-TZVPD) on a 2-piece molecular cluster, CH3N2OP overall.

XYZ file:
```
8
Properties=species:S:1:pos:R:3:mulliken_charge:R:1
N 2.7003 1.3842 0.2456 -0.4064
P 2.1802 0.0176 0.0376 0.8549
O 2.2923 -1.4005 -0.1623 -0.5120
C -1.6799 0.3533 -0.0738 -0.2601
N -0.5408 -0.1610 0.0070 -0.3968
H -1.9421 1.3060 0.2154 0.2878
H -2.5045 -0.3681 -0.3130 0.1842
H -0.5055 -1.1314 0.0436 0.2485
```

The SMILES is N#P=O.C=N. As for the orbital gap (spin up / spin down): 0.3380 / 0.3380 Ha. The calculated total energy comes out at -15398.69384 eV. The largest force on an atom is 0.0806 Eh/bohr. The net charge is 0. The HOMO energy (spin up / spin down) is -10.32 / -10.32 eV.

***

[19]
ORCA calculation (ωB97M-V/def2-TZVPD) on an isolated ion of composition CH3N2S and charge +1.

XYZ file:
```
7
Properties=species:S:1:pos:R:3:mulliken_charge:R:1
C -0.2531 0.0140 -0.1185 0.5070
N -0.7599 0.1323 1.0746 -0.3323
N 0.8455 0.3033 -0.7502 -0.3022
S -1.8707 -0.5680 -0.2332 0.1175
H -0.4549 -0.4408 1.9973 0.3782
H 1.5489 0.5878 -0.1427 0.2742
H 0.9442 -0.0287 -1.8273 0.3576
```

As for the orbital gap: 0.3458 Ha. The calculated total energy comes out at -14891.43448 eV. The largest force on an atom is 0.0936 Eh/bohr. The net charge is +1. The HOMO energy is -14.98 eV.

***

[20]
ORCA calculation (ωB97M-V/def2-TZVPD) on a 2-piece molecular cluster, CH3N3 overall.

XYZ file:
```
7
Properties=species:S:1:pos:R:3:mulliken_charge:R:1
C 0.1032 0.3238 -0.0984 0.1018
N 2.5022 -0.0312 0.0178 0.1889
N 1.4425 0.1073 -0.0853 0.5491
N -0.8910 -0.4342 0.0528 -0.0434
H -0.3975 1.6795 -0.5870 0.4773
H -1.8123 -0.2175 0.3679 0.3539
H -0.9471 -1.4277 0.3323 0.3724
```

As for the orbital gap: 0.4170 Ha. The calculated total energy comes out at -5529.48340 eV. The largest force on an atom is 0.1634 Eh/bohr. The net charge is +2. The HOMO energy is -25.94 eV.